The molecule CH3ClN2O2. Source: OMol25; level of theory: ωB97M-V/def2-TZVPD.

LUMO level (spin up / spin down) = 0.654 / -1.464 eV
gap between HOMO and LUMO (spin up / spin down) = 8.1 / 9.4 eV
2S+1 = 3
<S²> = 2.01
net charge = 0
energy above the lowest of the compared OMol25 structures with the same formula, charge and spin = 1.204 eV

CARTESIAN COORDINATES (ANGSTROEM)
C  -0.7402  0.7745  0.1734
N  1.1489  -0.6892  -0.0466
N  -0.1252  -0.5693  0.2100
O  1.6851  -1.8220  -0.1486
O  -0.8620  -1.5100  0.5960
Cl  -0.1811  1.7051  -1.2499
H  -1.7361  0.6817  0.0938
H  -0.6527  1.2781  1.0697
H  1.4633  0.1511  -0.6978

Force components x, y, z for each atom (eV/Å):
3.01 -1.38 -1.44
6.32 2.19 -2.14
-6.71 1.76 0.95
-0.12 -0.25 -0.16
0.09 -0.73 0.11
-0.01 0.18 0.31
-3.48 -1.04 -0.79
1.30 1.48 1.81
-0.40 -2.22 1.35

A cluster of 14 separate species, C68H101F12N16O29S13 in total. Source: OMol25; level of theory: ωB97M-V/def2-TZVPD.

LUMO level = -5.016 eV
gap between HOMO and LUMO = 2.1 eV
2S+1 = 1
net charge = +1

CARTESIAN COORDINATES (ANGSTROEM)
C  0.4767  -0.1491  0.2943
C  -0.8084  -0.2227  1.1659
O  -1.6488  0.9603  0.9994
H  0.9361  -1.1339  0.2086
H  1.2662  0.5254  0.6257
H  0.3545  0.1368  -0.7504
H  -0.5076  -0.5148  2.1720
H  -1.1755  -1.1953  0.8384
S  -1.2112  -2.4211  -5.0345
O  -1.9012  -3.4713  -4.3294
O  -0.5671  -2.9640  -6.2685
O  -2.2305  -1.4502  -5.5010
O  -0.2199  -1.7930  -4.1658
C  3.5474  6.7606  -6.9465
N  2.6889  5.7264  -6.3658
C  1.5728  5.3317  -6.9310
C  0.6876  4.4402  -6.2824
C  1.0278  3.8689  -5.0388
C  2.3142  4.1818  -4.5340
C  3.1058  5.1898  -5.1942
C  0.0977  2.9969  -4.2720
C  -0.7906  2.1956  -5.0240
C  -1.6130  1.3105  -4.3657
N  -1.6224  1.3209  -3.0554
C  -0.7310  2.0444  -2.2744
C  0.0932  2.9739  -2.8844
C  -2.5035  0.3777  -2.2660
H  3.1938  7.6907  -6.5015
H  3.6510  6.7245  -8.0310
H  4.5395  6.6713  -6.5042
H  1.4788  5.7690  -7.9141
H  -0.2652  4.1421  -6.6944
H  2.5021  3.8009  -3.5410
H  4.0304  5.4847  -4.7204
H  -0.9597  2.2709  -6.0880
H  -2.3875  0.7093  -4.8186
H  -0.7253  1.8233  -1.2173
H  0.8133  3.4258  -2.2182
H  -1.8395  -0.3781  -1.8464
H  -3.1472  -0.1678  -2.9560
H  -3.0680  0.8598  -1.4679
C  -8.3744  7.4109  6.6982
N  -7.0328  6.7624  6.2489
C  -6.6308  5.6717  6.9407
C  -5.3953  5.1487  6.6686
C  -4.5636  5.6979  5.6436
C  -4.9873  6.8952  5.1208
C  -6.2317  7.3319  5.3681
C  -3.2831  4.9579  5.2594
C  -2.2603  5.6406  4.6187
C  -1.1662  4.9564  4.0380
N  -1.0773  3.6604  4.2104
C  -2.0535  2.9625  4.7811
C  -3.2247  3.5891  5.2253
C  -0.0134  2.9616  3.4205
H  -9.1393  6.6831  6.4274
H  -8.5538  8.3314  6.1426
H  -8.3281  7.5526  7.7779
H  -7.2779  5.2304  7.6844
H  -5.1364  4.2435  7.1977
H  -4.2828  7.3757  4.4581
H  -6.6020  8.2253  4.8873
H  -2.4034  6.6804  4.3645
H  -0.3482  5.4934  3.5810
H  -1.9402  1.8969  4.6466
H  -4.0626  3.0083  5.5817
H  -0.5221  2.3968  2.6393
H  0.6609  2.4330  4.0943
H  0.5426  3.7501  2.9131
C  -2.6926  -3.8110  -1.0220
N  -1.2238  -4.0391  -0.8159
C  -0.8643  -5.0913  -0.0836
C  0.5433  -5.2735  0.2433
C  1.4948  -4.3589  -0.3062
C  0.9984  -3.4400  -1.2319
C  -0.3426  -3.2827  -1.3991
C  2.9520  -4.6117  -0.2728
C  3.5705  -4.8543  0.9559
C  4.9874  -5.2408  1.0146
N  5.7235  -5.1936  -0.1334
C  5.0853  -4.9995  -1.3538
C  3.7486  -4.6890  -1.4131
C  7.2118  -5.5484  -0.0335
H  -2.9572  -3.3127  -0.0893
H  -3.1269  -4.8051  -1.1279
H  -3.0081  -3.0699  -1.7564
H  -1.6371  -5.7028  0.3583
H  0.7004  -6.0124  1.0151
H  1.6166  -2.7658  -1.8060
H  -0.7064  -2.5241  -2.0764
H  3.0076  -4.8764  1.8773
H  5.5600  -5.5403  1.8800
H  5.7597  -5.0337  -2.1967
H  3.2677  -4.6764  -2.3800
H  7.4701  -5.5191  -1.0921
H  7.3649  -6.5460  0.3782
H  7.8762  -4.7437  0.2816
C  6.6811  -7.5617  -9.9611
N  6.2015  -6.5154  -9.1002
C  5.4187  -5.5497  -9.6502
C  5.0105  -4.4581  -8.8438
C  5.2582  -4.5149  -7.4544
C  6.0009  -5.5445  -6.9513
C  6.4062  -6.5938  -7.8050
C  4.7602  -3.4943  -6.5638
C  3.3557  -3.4728  -6.3621
C  2.8692  -2.3175  -5.8509
N  3.6540  -1.3015  -5.4775
C  4.9506  -1.3338  -5.5253
C  5.5826  -2.4668  -6.1733
C  2.9510  -0.1027  -5.0699
H  7.6098  -7.9852  -9.5788
H  6.9276  -7.0550  -10.8941
H  5.8316  -8.2441  -9.9310
H  5.0601  -5.7128  -10.6558
H  4.4068  -3.7173  -9.3470
H  6.0196  -5.6962  -5.8822
H  6.7611  -7.5393  -7.4225
H  2.7422  -4.3354  -6.5763
H  1.7956  -2.2352  -5.7677
H  5.4976  -0.5052  -5.1004
H  6.6034  -2.3082  -6.4882
H  2.5266  -0.4456  -4.1263
H  2.1220  0.3307  -5.6295
H  3.6475  0.6828  -4.7770
C  -6.0901  -1.4725  -1.7764
C  -6.5700  -1.1985  -0.3607
C  -5.5366  -0.3460  0.5106
N  -5.6928  -0.3453  2.0208
C  -4.6461  0.4983  2.7677
C  -4.9270  1.9657  2.3652
C  -6.3131  2.4754  2.8254
C  -7.5648  1.5121  2.4279
C  -7.1945  -0.0160  2.3395
C  -5.3988  -1.7805  2.4933
H  -5.6835  -0.5594  -2.2113
H  -6.9737  -1.7385  -2.3565
H  -5.2455  -2.1608  -1.8076
H  -6.9303  -2.1480  0.0350
H  -7.4745  -0.5913  -0.3964
H  -5.7265  0.6988  0.2646
H  -4.5606  -0.5163  0.0561
H  -3.6393  0.2880  2.4070
H  -4.6872  0.1921  3.8130
H  -4.7274  2.2304  1.3268
H  -4.1380  2.4854  2.9086
H  -6.5627  3.4357  2.3741
H  -6.1698  2.5539  3.9031
H  -7.8869  1.7745  1.4202
H  -8.4403  1.6560  3.0611
H  -8.0094  -0.5893  1.8974
H  -7.2676  -0.3929  3.3597
H  -5.5089  -2.0012  3.5551
H  -4.3397  -1.9543  2.3032
H  -6.0481  -2.5078  2.0059
C  6.3971  0.8052  7.4783
C  6.0294  -0.0878  6.3287
C  4.4779  -0.0490  5.8369
N  4.1878  -1.1016  4.7552
C  2.7024  -0.8479  4.3611
C  2.3284  -1.8738  3.2709
C  3.2195  -1.6387  2.0718
C  4.6477  -1.8367  2.3246
C  5.1436  -1.0254  3.5789
C  4.2670  -2.5210  5.4409
H  7.4644  1.0250  7.4550
H  6.1317  0.4379  8.4697
H  5.9534  1.8000  7.5170
H  6.4553  -1.0887  6.3984
H  6.6314  0.2184  5.4732
H  4.2189  0.9369  5.4509
H  3.8446  -0.1422  6.7192
H  2.6519  0.1901  4.0323
H  2.2051  -0.9027  5.3295
H  1.2671  -1.8330  3.0262
H  2.3313  -2.8945  3.6534
H  3.1565  -0.6470  1.6238
H  2.8432  -2.2122  1.2247
H  5.2673  -1.6016  1.4592
H  4.8922  -2.8853  2.4941
H  5.0085  0.0315  3.3487
H  6.2112  -1.1449  3.7631
H  3.3787  -2.6215  6.0645
H  5.1796  -2.5611  6.0357
H  4.1387  -3.2194  4.6140
N  -2.9653  6.3973  -0.2079
S  -1.7632  5.4378  0.1218
O  -1.7170  4.7815  1.4432
O  -0.4359  5.8909  -0.3752
F  -2.2173  4.3714  -1.0053
S  -2.5014  7.5401  0.9132
O  -1.2566  8.3157  0.8603
O  -3.1154  7.2405  2.2719
F  -3.6083  8.6714  0.4316
N  4.8680  0.5067  -2.3522
S  5.8189  -0.7702  -1.7927
O  5.3920  -2.1416  -1.9249
O  6.5109  -0.4425  -0.5445
F  6.9449  -0.6305  -2.8901
S  3.8883  0.3488  -1.2914
O  4.2252  0.6598  0.0848
O  2.9377  -0.7915  -1.5004
F  2.9178  1.5940  -1.6735
N  -5.5606  4.8330  -2.2631
S  -6.2481  4.7569  -3.8646
O  -7.6494  4.3840  -3.9817
O  -5.3733  4.3749  -4.9399
F  -6.2865  6.3321  -3.9503
S  -5.8624  3.3665  -2.0320
O  -5.0685  2.3301  -2.6898
O  -7.2244  3.0669  -1.5285
F  -5.2838  3.4338  -0.4861
N  2.7633  4.8110  2.8203
S  3.5664  3.3996  2.3124
O  4.6480  3.4297  1.3208
O  2.6786  2.2231  2.3613
F  4.3667  3.1883  3.6643
S  2.4282  5.2406  1.4729
O  1.7941  4.3504  0.5055
O  3.2772  6.3403  1.0351
F  1.1098  6.0935  1.9000
N  -3.9262  -6.8833  0.6147
S  -3.9435  -6.1566  2.1471
O  -4.5098  -6.8552  3.2854
O  -3.9353  -4.6758  2.2169
F  -2.3674  -6.5570  2.3102
S  -5.3529  -6.6235  0.3021
O  -5.6341  -5.3781  -0.3956
O  -6.4063  -7.2363  1.1310
F  -5.2807  -7.4983  -1.0064
N  0.3076  -3.8842  5.5925
S  0.6523  -5.1686  4.9304
O  1.6157  -5.1205  3.8237
O  -0.4925  -6.1006  4.8589
F  1.4196  -5.8634  6.1477
S  -0.9141  -3.4181  4.5022
O  -2.2149  -3.4754  5.0837
O  -0.8364  -3.6322  3.0769
F  -0.6573  -1.8089  4.6319

Force components x, y, z for each atom (eV/Å):
0.38 0.01 0.30
-0.03 2.29 -1.77
1.26 -2.43 0.83
0.16 -0.26 0.23
-0.07 0.23 0.46
-0.66 -0.02 -0.11
0.13 0.60 0.77
-1.38 -0.40 -0.42
-2.23 -0.24 -3.46
-0.35 -1.68 1.79
1.47 -0.01 0.28
0.29 1.22 0.51
2.27 1.42 1.54
0.59 0.64 0.86
2.15 -0.73 1.64
-1.96 -1.12 -0.16
0.88 0.24 -0.11
0.92 0.92 -0.32
-0.41 2.12 -1.13
-1.83 -2.61 1.69
-0.45 0.03 -1.62
0.37 0.46 0.54
-1.10 0.64 -0.24
0.73 -0.38 3.60
-1.04 -0.17 -1.67
0.19 -1.66 0.55
0.25 -0.66 -0.71
-0.19 0.32 -0.82
-0.51 0.06 0.20
0.00 -0.36 -0.23
-0.84 -0.15 -0.06
0.06 0.43 -0.44
0.88 0.07 -0.01
0.03 0.36 -0.37
0.51 -0.05 -0.08
0.29 -0.45 -0.43
-0.38 0.14 0.41
-0.01 0.60 -0.15
0.13 0.21 0.19
-0.03 0.34 -0.18
0.36 0.41 -0.25
1.02 -1.10 -0.97
-1.94 0.21 1.78
0.66 0.24 -0.50
0.19 -0.47 -0.89
0.22 -1.79 2.02
2.29 -0.95 -1.15
-1.02 1.87 -0.18
-0.66 1.76 -1.16
0.37 0.02 -0.77
-1.14 2.23 1.65
0.73 -0.58 -1.03
-1.60 -0.20 -0.30
0.98 -1.48 0.79
0.20 0.69 0.03
-0.06 0.14 0.17
0.28 -0.10 0.18
0.04 0.12 -0.24
-0.18 0.25 -0.04
0.26 0.01 0.01
-0.52 0.47 -0.51
-0.09 0.05 0.00
0.51 0.12 0.16
-0.10 -0.12 -0.41
-0.17 -0.15 0.35
0.13 -0.32 -0.03
-0.06 -0.68 -0.08
-0.30 -0.23 -0.19
-0.03 -0.25 0.16
0.10 0.27 1.27
-1.71 -1.15 -0.46
3.07 0.14 1.32
-2.19 1.47 -0.40
-1.35 -1.47 -1.26
0.86 0.06 0.47
0.33 1.67 -1.29
0.49 -0.10 1.71
2.97 -1.38 0.28
-2.31 1.47 -1.83
-0.46 -0.56 0.84
0.88 0.39 1.68
0.18 -0.71 -0.56
-1.12 0.69 -2.42
-0.51 -0.60 0.37
-0.40 0.46 -0.04
0.94 -0.60 -0.78
-0.03 -0.10 -0.06
0.54 -0.17 -0.15
0.26 0.05 0.12
-0.07 0.07 -0.31
-0.15 0.05 0.20
-0.39 0.17 0.30
-0.26 -0.01 -0.12
0.08 0.40 -0.13
0.29 -0.79 -0.10
-0.07 0.39 0.18
-0.66 0.01 1.10
0.05 -0.34 -0.37
-0.79 1.22 -0.17
-0.06 1.58 1.94
0.13 -2.16 -0.98
0.87 0.05 -1.51
-0.15 -2.33 -0.49
-0.36 1.24 2.00
-1.07 0.68 -0.49
1.94 0.05 0.43
-1.56 -1.03 -0.11
-1.34 0.77 -1.06
2.28 -2.08 -1.11
-1.23 2.41 1.16
-0.30 0.98 2.84
-0.31 -0.11 0.13
-0.35 -0.73 -0.29
0.55 -0.63 -0.99
0.43 0.23 -0.19
-0.10 0.23 0.37
0.48 0.05 0.03
0.56 0.14 -0.04
-0.33 0.26 -0.19
-0.83 0.45 0.31
0.04 0.12 -0.21
0.18 -0.54 0.28
-0.56 0.47 0.28
0.27 -0.89 -0.80
0.20 -0.18 -0.31
0.44 1.15 0.26
-0.19 0.68 1.12
-1.15 0.47 -1.60
-0.45 -3.05 -0.18
-1.35 1.22 -2.10
0.01 0.03 1.06
-0.76 -1.47 -0.46
2.21 -0.21 -1.07
0.67 1.21 3.04
0.03 -0.23 -0.23
-0.20 0.28 -0.15
0.46 -0.47 -0.21
-0.47 -0.54 -0.07
0.51 -0.08 0.57
-0.07 0.11 -0.26
-0.12 0.02 -0.29
0.58 -0.36 1.26
0.04 -0.47 -0.51
-0.44 0.49 0.12
0.06 -0.65 -0.05
-0.09 0.53 -0.03
0.30 0.11 0.23
-0.75 0.18 0.31
0.11 0.43 -0.05
0.23 -0.18 0.22
0.92 -0.17 -1.18
0.23 0.03 0.33
-0.30 0.92 0.22
-0.17 -0.18 -0.44
0.29 0.23 -0.38
0.01 0.65 1.06
-1.08 0.28 -2.10
2.56 -0.23 0.50
-0.01 -1.24 2.35
0.85 -0.87 -0.32
-0.57 0.75 0.74
-1.39 0.38 -1.22
1.94 -0.70 1.54
-1.42 1.32 -1.50
-0.78 1.56 -0.98
0.07 -0.31 0.14
0.16 -0.53 -0.05
-0.35 0.04 -0.76
-0.61 -0.29 0.78
-0.21 0.62 -0.23
0.36 -0.04 -0.42
-0.26 -0.81 -0.24
0.06 -0.04 -0.41
-0.37 -0.37 -0.26
0.00 0.76 -0.21
0.61 -0.12 0.09
-0.57 0.45 0.56
0.22 -0.48 -0.02
0.02 0.59 0.08
-0.07 -0.40 0.31
0.32 0.23 -0.53
-0.35 -0.49 0.73
0.13 0.08 0.12
-0.15 -0.29 -0.43
0.56 -0.20 0.40
1.58 2.12 2.59
4.56 -3.09 -2.10
-0.70 0.79 -2.18
-3.19 -1.07 0.93
0.31 -0.05 1.17
-3.86 4.21 2.50
-2.21 -2.29 0.04
2.10 0.40 -2.77
1.05 -1.08 0.03
6.15 -2.29 -3.47
4.21 0.26 1.64
-0.30 0.92 -0.68
-1.06 -0.75 -2.42
-0.08 0.06 -0.56
-11.71 0.62 6.87
-0.05 -0.68 -1.89
2.36 1.85 0.33
0.77 -0.36 -0.33
-1.03 0.75 -4.81
-1.02 3.02 -1.40
2.02 0.13 0.57
-0.06 -0.09 1.06
-0.01 0.26 -0.26
-1.61 -4.85 7.18
-1.14 1.26 0.44
1.61 -0.32 -2.43
1.41 -0.39 -0.14
3.42 -5.85 4.02
0.92 -3.62 1.32
-2.49 0.70 1.66
1.25 2.04 -0.37
0.30 0.28 0.49
-4.53 8.04 -7.99
1.90 0.05 1.16
-0.42 -1.84 -0.44
0.00 -0.07 0.48
3.17 1.37 5.00
3.88 0.51 3.31
0.08 0.82 -2.17
-0.36 -2.89 -1.01
-0.43 0.65 0.04
-7.93 -0.43 -5.38
-0.03 0.29 1.92
2.19 1.52 -1.12
-0.47 -1.54 -0.64
-2.27 4.40 -1.28
0.40 -8.16 -0.85
-0.67 -0.13 1.19
2.06 1.82 -1.10
0.89 0.63 -0.30
-2.46 3.27 0.63
0.60 -0.76 0.23
1.19 -0.30 1.27
0.70 -0.57 -0.06

Number 1: largest force on an atom 7.026 eV/Å. Number 2: largest force on an atom 13.594 eV/Å.